(1)
Computed, not measured: a structure of composition C32H48BaF9GeN7P in a non-equilibrium geometry, with the ωB97M-V functional and the def2-TZVPD basis.

Output
HOMO (alpha / beta): -0.5 / 0.1 eV
ΔE to the lowest compared entry with this formula, charge and spin: 0.0 kcal/mol
LUMO energy (alpha / beta): 3.98 / 3.98 eV
orbital gap (alpha / beta): 4.478 / 3.912 eV
charge: -2
multiplicity: 2
E_tot: -135355.55760 eV

Structure (XYZ):
```
99
Properties=species:S:1:pos:R:3:forces:R:3:mulliken_charge:R:1
Ba -0.0433 -0.1957 0.2021 0.6 0.6 0.6 -0.2587
N -1.4664 -1.4982 -1.6882 -0.4 -0.5 -0.6 1.3157
C -1.8037 -2.9252 -1.6080 0.1 0.2 0.1 -1.0533
C -2.2914 -3.3055 -0.2088 0.0 0.0 0.1 -1.2174
N -1.4754 -2.8629 0.9272 0.1 -0.1 0.0 1.3557
C -0.4251 -3.8161 1.2993 -0.1 0.1 0.0 -1.0482
C 0.7095 -3.9908 0.3021 0.0 0.2 0.0 -0.8708
N 1.4208 -2.7284 0.0757 0.1 -0.3 -0.1 0.0551
C -2.3158 -2.5875 2.1037 0.1 0.0 -0.1 -0.9858
C -3.0367 -1.2456 2.0218 0.3 0.0 0.0 0.1448
N -2.0726 -0.1580 2.1160 -0.5 -0.1 0.3 -0.1478
H -2.3081 -0.9216 -1.6486 0.1 0.0 0.0 -0.5641
H -1.0445 -1.3209 -2.5962 0.0 0.0 0.0 0.0540
H -0.9210 -3.4890 -1.9031 0.0 0.0 0.0 0.1978
H -2.6054 -3.2018 -2.3041 0.0 0.0 0.0 0.4307
H -2.4267 -4.4010 -0.1758 0.0 0.0 0.0 0.1561
H -3.2863 -2.8688 -0.0895 0.0 0.0 0.0 0.6233
H -0.8637 -4.8119 1.5038 0.0 0.0 0.0 0.2205
H 0.0112 -3.4525 2.2337 0.0 0.0 0.0 0.4399
H 0.3523 -4.3553 -0.6584 0.0 0.0 0.0 0.1763
H 1.3592 -4.7800 0.7009 0.0 0.0 0.0 0.5555
H 1.9872 -2.8012 -0.7637 0.0 0.0 0.1 0.0390
H 2.0371 -2.5211 0.8577 -0.1 0.0 0.0 0.1270
H -1.6540 -2.5367 2.9712 0.0 0.0 0.0 0.5027
H -3.0293 -3.4160 2.2742 0.0 0.0 0.0 0.2590
H -3.7981 -1.2273 2.8115 -0.1 0.0 0.0 0.4389
H -3.5662 -1.1568 1.0669 0.0 0.1 0.0 -0.3848
H -1.9307 0.1517 3.0687 0.0 -0.1 0.0 0.0982
H -2.3303 0.6627 1.5167 0.0 0.0 0.1 -0.0185
C 1.5421 1.2749 -2.7110 0.0 0.0 0.2 -0.7543
C 2.9184 1.1152 -2.0587 0.0 0.0 0.2 -1.2096
N 2.8386 0.4518 -0.7526 0.1 -0.2 -0.1 0.3378
C 3.5281 1.1083 0.3565 -0.3 -0.1 -0.1 -0.7532
C 2.8822 2.4496 0.7134 -0.1 0.0 -0.1 -1.0018
N 1.4375 2.3510 0.8603 -0.1 0.2 0.2 0.2829
C 0.6282 3.3589 0.1686 0.1 -0.3 -0.1 -0.8362
C 0.7341 3.2015 -1.3515 0.1 -0.2 0.0 -0.3997
N 0.5626 1.8042 -1.7675 0.0 0.1 -0.4 1.8967
H 1.2134 0.2816 -3.0364 -0.1 0.1 0.0 0.2154
H 1.6537 1.8976 -3.6139 0.0 0.0 0.0 0.2629
H 3.3757 2.1006 -1.9283 0.0 0.0 0.0 0.3487
H 3.5597 0.5557 -2.7453 0.0 0.0 0.0 0.5872
H 3.1563 -0.5051 -0.8396 0.0 0.0 -0.1 0.1933
H 4.5985 1.2781 0.1526 0.0 0.0 0.0 0.3365
H 3.4550 0.4451 1.2217 0.0 0.0 0.0 0.2516
H 3.0992 3.1778 -0.0729 0.0 0.0 0.0 0.2826
H 3.3653 2.8261 1.6227 0.0 0.0 0.0 0.4808
H 1.1725 2.2664 1.8336 0.0 0.0 0.0 0.3814
H 0.8808 4.3957 0.4461 0.1 0.0 0.0 0.3585
H -0.4176 3.1730 0.4334 0.0 0.0 0.1 0.0142
H 1.7045 3.5558 -1.7170 0.0 0.0 0.0 0.4822
H -0.0255 3.8409 -1.8135 0.0 0.0 0.0 -0.2010
H -0.3850 1.6768 -2.1118 0.0 0.0 0.1 -0.6966
F 0.7569 -1.5022 3.8947 -0.1 0.0 0.0 -0.2810
C 1.2983 -0.6448 2.9152 0.3 -0.1 0.2 -0.2609
F 1.5068 0.5278 3.6805 0.0 0.0 -0.1 -0.3179
F 2.6421 -1.1491 2.8638 -0.1 0.0 -0.1 -0.3476
F 0.9886 -2.2912 -3.2654 0.0 0.1 0.0 -0.3460
P 2.4173 -2.9490 -3.6910 -0.1 0.2 0.1 1.2960
F 2.6841 -1.7100 -4.6905 0.0 0.0 0.0 -0.3848
F 3.1382 -2.1087 -2.4801 0.0 0.0 0.0 -0.3712
F 1.6950 -3.7731 -4.8682 0.0 -0.1 -0.1 -0.3994
F 3.8384 -3.5983 -4.0767 0.1 0.0 0.0 -0.3956
F 2.1356 -4.1598 -2.6461 0.0 -0.1 0.0 -0.3508
C -2.1618 1.7313 0.0249 -0.3 -0.2 -0.5 -0.6279
Ge -3.3990 1.9769 -1.3530 -0.3 0.3 0.0 1.8931
C -4.2051 0.4418 -2.4245 0.1 -0.2 0.1 -1.2528
C -3.8809 0.0359 -3.7220 -0.1 -0.1 0.0 0.1847
C -4.3835 -1.1400 -4.2798 0.0 0.1 0.1 -0.7262
C -5.2290 -1.9560 -3.5423 0.0 0.0 0.0 -0.4402
C -5.5679 -1.5836 -2.2469 0.1 0.1 0.1 -0.8056
C -5.0602 -0.4068 -1.7035 0.0 -0.1 -0.2 0.4457
C -5.2144 2.8253 -0.9181 0.0 0.2 0.0 -0.2812
C -6.3437 2.7930 -1.7433 0.0 0.1 0.1 -0.1966
C -7.5111 3.4787 -1.4139 0.1 0.0 0.1 -0.6769
C -7.5742 4.2266 -0.2408 0.1 -0.1 -0.1 -0.3419
C -6.4653 4.2725 0.5956 0.1 -0.1 -0.1 -0.5181
C -5.3067 3.5750 0.2557 -0.1 0.0 0.0 -0.4161
C -2.7192 3.3207 -2.6875 0.1 0.0 0.0 -0.1576
C -2.8609 4.6821 -2.3859 0.0 0.0 -0.2 -0.5010
C -2.2494 5.6691 -3.1539 0.0 -0.1 0.1 -0.6905
C -1.4719 5.3231 -4.2538 0.0 0.0 0.0 -0.4754
C -1.3113 3.9834 -4.5751 -0.1 -0.1 0.1 -0.8130
C -1.9235 3.0033 -3.7945 0.0 0.1 0.0 0.6675
H -3.2281 0.6470 -4.3318 0.0 0.0 0.0 0.2004
H -4.1044 -1.4193 -5.2895 0.0 0.0 0.0 0.3846
H -5.6173 -2.8724 -3.9712 0.0 0.0 0.0 0.3151
H -6.2284 -2.2106 -1.6579 0.0 0.0 0.0 0.3519
H -5.3417 -0.1323 -0.6903 0.0 0.0 0.0 0.3309
H -6.3139 2.2207 -2.6674 0.0 0.0 0.0 0.2694
H -8.3729 3.4310 -2.0718 0.0 0.0 0.0 0.3545
H -8.4781 4.7689 0.0152 0.0 0.0 0.0 0.3354
H -6.5018 4.8527 1.5122 0.0 0.0 0.0 0.3645
H -4.4379 3.5929 0.9123 0.0 0.0 0.0 0.2569
H -3.4649 4.9744 -1.5323 0.0 0.0 0.0 0.2886
H -2.3720 6.7127 -2.8848 0.0 0.0 0.0 0.3693
H -0.9933 6.0905 -4.8519 0.0 0.0 0.0 0.3317
H -0.7015 3.6945 -5.4238 0.0 0.0 0.0 0.3778
H -1.7484 1.9663 -4.0572 0.0 0.0 0.0 -0.1428
```
Positions in Å, forces in eV/Å.

(2)
Computed, not measured: a structure of composition C32H48Ca2F3NO26 in a non-equilibrium geometry, with the ωB97M-V functional and the def2-TZVPD basis.

Output
HOMO: -13.6 eV
LUMO energy: -7.70 eV
orbital gap: 5.899 eV
charge: +2
E_tot: -133706.04854 eV

Structure (XYZ):
```
112
Properties=species:S:1:pos:R:3:forces:R:3:mulliken_charge:R:1
Ca 4.7434 7.1014 4.1901 2.0 -1.1 -0.1 1.5012
Ca 3.4049 8.7722 0.6759 2.3 -1.1 0.6 1.4577
C 6.6151 8.2684 2.0204 -0.2 0.1 -0.9 -0.3713
O 6.8377 7.1572 2.8591 0.0 0.0 0.5 0.4795
O 5.2945 8.5964 2.0279 -2.6 0.3 0.5 -0.3492
C 7.5105 9.4454 2.4919 0.9 -0.1 0.3 0.7745
F 8.2571 9.8853 1.4837 -0.2 0.1 0.0 -0.2326
F 6.8185 10.4635 2.9894 -0.2 0.0 0.0 -0.1990
F 8.3714 9.0566 3.4715 -0.1 0.0 -0.4 -0.2207
C 7.5333 6.0600 2.2509 -0.7 -1.4 -1.3 0.8482
C 7.6299 4.8206 3.1247 1.1 0.3 -0.1 -1.2227
H 6.7723 4.1645 3.0312 -0.2 0.1 0.3 0.2715
H 8.5144 4.2993 2.7432 -0.3 -0.3 -0.1 0.4830
H 7.8999 5.0139 4.1621 -0.4 0.2 0.1 0.1673
H 8.4980 6.2800 1.7859 0.1 0.8 0.7 0.4889
H 6.9425 5.7564 1.3712 0.0 0.2 0.2 -0.9436
H 6.8759 8.0716 0.9748 0.7 -0.3 0.2 0.3039
N 3.5928 5.4946 1.2682 1.3 0.9 0.7 0.7729
O 3.7111 6.4687 0.4352 -0.9 1.2 -0.3 -0.6399
O 4.1068 5.6836 2.4174 -0.6 0.2 0.2 -0.6063
O 3.1199 4.4678 0.9452 -0.5 -0.8 -0.3 -0.4264
C 5.7759 12.9317 4.1516 0.0 0.4 0.9 -1.2821
C 5.4373 13.7247 2.9093 0.4 -1.9 -0.7 0.4367
C 6.3806 14.8696 2.4698 -1.7 0.1 0.8 -0.4745
O 6.8386 14.5026 1.1876 0.0 0.1 -0.1 -0.3369
C 6.2837 13.3370 0.7872 0.6 0.3 0.4 0.6530
O 6.4476 12.8531 -0.2801 -0.2 -0.3 -0.4 -0.5133
O 5.5877 12.7796 1.7898 -0.4 0.1 0.1 -0.3417
H 5.2059 12.0067 4.2422 -0.1 0.1 -0.4 0.2242
H 5.5247 13.4974 5.0562 0.1 0.1 -0.2 0.4688
H 6.8281 12.6560 4.2165 0.0 0.2 -0.2 0.2421
H 4.3704 13.9428 2.8663 0.1 0.6 0.3 0.2958
H 7.1816 15.0609 3.1755 0.3 -0.1 -0.2 0.3532
H 5.7158 15.7347 2.4297 0.6 0.4 -0.3 0.2892
C 10.4927 8.6549 -5.2525 -0.6 -1.2 0.1 -1.4444
C 10.7615 9.5528 -4.0909 -0.5 1.1 -0.2 0.4795
C 9.9600 10.8910 -4.1205 1.4 -0.8 -0.9 -0.4634
O 9.3742 10.9681 -2.8425 -0.5 -0.1 0.1 -0.2827
C 9.3834 9.7458 -2.2714 -0.1 -0.1 -0.1 0.5398
O 8.6792 9.4374 -1.3522 0.4 -0.1 -0.1 -0.4966
O 10.2615 8.9253 -2.8862 0.0 0.3 0.1 -0.3022
H 11.0142 7.7124 -5.0898 0.4 0.1 -0.3 0.3472
H 10.7228 9.0576 -6.2358 0.3 0.2 0.1 0.3820
H 9.4424 8.3381 -5.2620 0.0 0.4 0.0 0.3481
H 11.8195 9.8041 -4.0235 0.1 -0.4 0.5 0.2867
H 9.2607 10.8617 -4.9588 -0.5 0.1 0.4 0.2720
H 10.6560 11.7069 -4.2968 -0.2 0.3 0.3 0.3432
C 7.9430 1.6291 1.2716 0.9 1.0 -0.9 -1.3025
C 7.9328 0.6789 0.0963 -0.3 -1.1 0.3 0.7993
C 9.2963 0.2025 -0.4144 0.8 1.5 -0.1 -0.4233
O 9.1950 -1.1967 -0.5210 0.0 0.0 0.0 -0.3427
C 8.0395 -1.6248 0.0551 0.8 1.3 -0.1 0.5623
O 7.7010 -2.7404 0.1125 -0.5 -1.5 0.1 -0.4812
O 7.3683 -0.5740 0.5706 -0.4 0.4 -0.2 -0.4257
H 8.6870 2.4106 1.0488 0.1 -0.2 0.1 0.3585
H 8.2643 1.1019 2.1645 -0.2 0.0 0.2 0.3828
H 7.0315 2.2133 1.3945 -0.3 -0.5 0.2 0.1125
H 7.3170 1.0095 -0.7454 0.0 0.2 0.2 0.1652
H 10.1209 0.5564 0.2221 -0.2 -0.7 0.5 0.2717
H 9.5900 0.6633 -1.3608 -0.5 -0.3 -0.3 0.2859
C 3.9677 1.6214 7.9780 -0.4 -0.3 -0.2 -1.3957
C 5.0343 2.6407 7.7545 0.8 0.1 -0.5 0.3763
C 6.1955 2.1539 6.8441 -1.3 -0.7 0.6 -0.6149
O 6.3086 3.1913 5.8673 0.8 0.3 0.1 -0.2109
C 5.3482 4.0882 6.0310 -0.1 -0.8 -0.1 0.3691
O 5.2226 5.0420 5.2998 -0.6 0.8 -0.5 -0.3186
O 4.5250 3.7825 7.0057 -0.1 0.3 0.3 -0.3604
H 2.9837 2.0414 8.1799 0.2 0.3 0.4 0.3408
H 4.2830 0.9898 8.8071 -0.2 -0.2 -0.1 0.3763
H 3.8150 1.0250 7.0764 0.2 -0.2 0.1 0.3699
H 5.4942 3.0252 8.6639 -0.5 0.2 0.2 0.3518
H 5.9261 1.2255 6.3425 0.0 0.1 -0.2 0.3568
H 7.0649 1.9505 7.4626 0.5 0.6 -0.5 0.3321
C 8.5509 11.1032 7.1269 -0.4 0.5 -0.2 -1.5148
C 8.8190 9.7568 6.5141 0.2 -0.2 0.5 1.2550
C 9.2952 8.6324 7.4770 -0.3 0.8 0.1 -0.4963
O 8.1972 7.7042 7.4424 0.5 -1.2 -0.9 -0.3372
C 7.4088 7.9617 6.4038 -0.3 1.1 1.4 0.2762
O 6.5103 7.2271 6.0509 -0.4 0.2 -0.7 -0.4752
O 7.5827 9.2038 5.9758 0.1 -0.4 -0.5 -0.2267
H 9.1477 11.2654 8.0200 0.1 0.1 0.0 0.4163
H 7.4941 11.2031 7.3796 0.0 -0.1 0.2 0.3386
H 8.7568 11.8908 6.4034 0.1 0.1 0.1 0.3645
H 9.5042 9.8563 5.6782 0.1 -0.1 0.0 -0.3024
H 9.4009 8.8682 8.5330 0.0 0.5 -0.1 0.4029
H 10.2559 8.2506 7.1361 -0.3 -0.6 -0.1 0.2451
C 12.0921 7.3883 2.1531 -0.2 -0.3 -0.4 -1.3850
C 11.6092 8.4294 3.1369 0.6 0.1 -0.3 1.0873
C 11.5004 8.0314 4.6192 -0.1 1.0 -1.0 0.3124
O 11.9739 9.2050 5.3005 -0.1 -0.4 0.1 -0.3721
C 12.7131 9.9714 4.4428 0.3 -0.8 -0.4 0.5524
O 13.3890 10.8771 4.7768 -0.1 0.4 0.1 -0.5110
O 12.6156 9.4718 3.1865 -0.4 0.2 0.4 -0.4288
H 12.5710 7.8932 1.3146 0.1 0.1 0.1 0.3824
H 11.2578 6.8419 1.7032 0.0 0.0 0.2 0.2257
H 12.7966 6.6629 2.5599 0.0 0.1 0.2 0.3824
H 10.6903 8.8598 2.7446 -0.1 0.3 0.2 -0.2800
H 12.1408 7.1651 4.7827 -0.2 0.0 0.6 0.3842
H 10.4590 7.9391 4.9149 0.0 -0.7 0.1 -0.3284
C 4.4077 3.6240 -2.4338 -0.5 -0.1 -0.3 -1.4647
C 5.6886 4.3752 -2.2374 0.3 -0.4 0.3 0.4303
C 6.0967 4.6352 -0.7700 0.8 -0.5 -0.8 0.3786
O 7.5210 4.3938 -0.7851 0.0 0.8 0.0 -0.2189
C 7.8785 3.7530 -1.9286 -2.6 -0.3 0.5 0.4234
O 8.9327 3.3131 -2.1424 2.1 -0.5 -0.4 -0.5012
O 6.7683 3.5328 -2.6893 0.4 0.6 0.0 -0.3747
H 4.4482 2.6437 -1.9595 0.0 0.1 0.1 0.3350
H 4.2226 3.4603 -3.4960 0.1 0.0 0.0 0.4237
H 3.5424 4.1723 -2.0567 0.1 0.0 0.2 0.3047
H 5.7070 5.2805 -2.8494 0.0 0.1 0.2 0.3211
H 5.7205 3.8673 -0.0916 -0.6 0.3 0.1 -0.0226
H 5.9225 5.6625 -0.4604 -0.1 -0.2 0.1 -0.2987
```
Positions in Å, forces in eV/Å.

Number 1 is which compound? C32H48BaF9GeN7P

Number 2 is which compound? C32H48Ca2F3NO26

Among the records above, which one has the lowest E_tot? C32H48BaF9GeN7P

The lowest charge belongs to which entry? C32H48BaF9GeN7P